Entry 1:
Density functional theory data (ωB97M-V/def2-TZVPD) for a cluster of 2 separate species, C9H23N2O in total in a non-equilibrium geometry.

Results
net charge: +1
HOMO-LUMO gap: 10.9 eV
HOMO: -13.459 eV
LUMO: -0.0946 Ha
energy relative to the best compared isomer or geometry (same formula, charge and spin): 36.6 kcal per mole
strongest force on any atom: 0.092 hartree/bohr
multiplicity: 1

XYZ file:
```
35
Properties=species:S:1:pos:R:3:forces:R:3:nbo_charge:R:1
C 2.233 -0.863 -0.064 -2.601 -0.221 -2.368 -0.61
C 1.916 1.546 -0.225 -0.084 -2.554 3.609 -0.61
C 1.020 0.126 1.843 0.155 -1.258 -1.150 -0.63
C -2.190 -1.109 -1.066 1.058 -2.970 0.474 -0.62
C -0.326 -2.509 0.000 -1.612 0.805 2.127 -0.65
C -0.714 2.084 -1.613 -1.269 -1.744 -0.902 -0.27
C 1.250 0.167 0.321 0.447 2.828 -0.371 -0.03
C -0.717 -1.224 -0.656 -1.605 0.460 -0.213 0.14
C -0.082 0.082 -0.496 2.117 -0.643 4.209 0.45
N 0.174 -0.705 -1.690 1.064 -0.504 -1.354 -0.59
N -1.975 0.912 2.110 1.126 0.567 0.337 -1.05
O -0.935 1.153 -0.497 1.051 0.803 -1.868 -0.50
H 3.037 -1.005 0.516 2.958 0.111 2.330 0.25
H 2.535 -0.658 -1.067 0.959 -0.103 -0.805 0.18
H 1.705 -1.770 -0.044 0.019 -1.529 -0.049 0.20
H 1.390 2.347 0.216 -0.266 1.283 0.138 0.22
H 2.943 1.493 0.090 0.452 0.402 0.785 0.23
H 2.048 1.556 -1.240 -0.455 0.121 -2.774 0.20
H 0.100 0.629 1.938 -0.871 0.707 1.108 0.26
H 0.892 -0.932 2.221 0.151 1.111 -0.481 0.20
H 1.850 0.564 2.366 0.258 0.352 0.263 0.23
H -2.569 -0.191 -1.387 -0.391 1.680 0.334 0.24
H -2.704 -1.615 -0.239 -0.504 0.691 -0.352 0.24
H -2.311 -1.736 -1.937 -0.170 -0.696 -0.238 0.22
H -1.251 -3.059 0.003 -0.028 -0.888 -0.056 0.25
H 0.480 -3.073 -0.365 0.764 -0.689 -0.970 0.24
H -0.115 -2.316 1.068 -0.072 -0.117 -0.489 0.25
H -1.399 2.892 -1.490 -0.833 0.262 0.121 0.23
H -0.971 1.554 -2.643 0.728 1.228 1.898 0.16
H 0.246 2.530 -1.541 0.869 -0.031 -0.478 0.21
H 1.115 -1.185 -1.820 -1.597 1.241 -0.236 0.47
H -0.319 -0.189 -2.363 -0.188 -0.118 -2.474 0.44
H -1.940 1.128 3.077 0.601 -0.574 1.806 0.36
H -2.214 1.842 1.873 -0.299 1.232 -1.491 0.36
H -2.816 0.426 2.055 -1.933 -1.242 -0.420 0.36
```
Forces are in eV/Å.

=====

Entry 2:
Density functional theory data (ωB97M-V/def2-TZVPD) for a cluster of 2 separate species, C4H12N2O in total in a non-equilibrium geometry.

Results
net charge: 0
HOMO-LUMO gap (spin up / spin down): 7.0 / 7.0 eV
HOMO (spin up / spin down): -7.756 / -7.755 eV
LUMO (spin up / spin down): -0.0271 / -0.0272 Ha
energy relative to the best compared isomer or geometry (same formula, charge and spin): 147.7 kcal per mole
strongest force on any atom: 0.037 hartree/bohr
multiplicity: 1

XYZ file:
```
19
Properties=species:S:1:pos:R:3:forces:R:3:nbo_charge:R:1
C 0.801 0.035 1.858 -0.099 -1.054 -0.693 -0.48
C -1.807 0.497 0.438 0.376 -0.005 -0.346 -0.43
N -0.457 0.480 -0.118 0.382 0.141 0.989 -0.28
N -0.288 1.543 -1.012 -0.537 0.068 -0.535 -0.64
H -1.106 1.706 -1.600 -0.020 -0.184 -0.046 0.34
H 0.509 1.421 -1.623 0.111 -0.188 0.283 0.37
H -2.549 0.384 -0.359 -0.104 0.006 0.032 0.19
H -0.041 0.051 2.538 0.000 -0.101 -0.058 0.20
H 1.194 1.012 1.620 -0.169 -0.035 -0.329 0.21
H 1.585 -0.670 2.112 -0.051 -0.058 0.248 0.20
H -1.971 1.439 0.962 0.042 0.005 -0.024 0.21
H -1.929 -0.338 1.122 0.069 -0.013 -0.026 0.22
C 1.391 -0.925 -1.178 0.103 -0.107 0.477 -0.69
C 0.020 -0.976 -0.482 -0.979 0.327 -1.626 0.42
O -0.852 -1.725 -0.977 0.744 0.439 0.710 -0.62
H 0.327 -1.122 0.762 0.327 0.680 0.946 0.13
H 1.278 -0.584 -2.209 -0.077 -0.007 0.066 0.22
H 1.790 -1.938 -1.212 -0.067 0.038 0.000 0.24
H 2.103 -0.292 -0.644 -0.052 0.047 -0.067 0.21
```
Forces are in eV/Å.

=====

Entry 3:
Density functional theory data (ωB97M-V/def2-TZVPD) for a structure of composition C36H52BrN6OPPdSb.

Results
net charge: +3
HOMO-LUMO gap (spin up / spin down): 8.7 / 5.3 eV
HOMO (spin up / spin down): -15.487 / -15.989 eV
LUMO (spin up / spin down): -0.2508 / -0.3911 Ha
strongest force on any atom: 0.015 hartree/bohr
<S²>: 6.030
multiplicity: 5

XYZ file:
```
99
Properties=species:S:1:pos:R:3:forces:R:3:lowdin_spin:R:1
Pd -0.641 -0.029 0.517 0.620 -0.406 -0.261 1.31
C 4.671 -1.015 2.633 -0.012 0.014 0.045 0.00
C 3.178 -1.117 2.764 0.049 -0.013 -0.012 0.00
C 2.575 -1.514 3.958 -0.009 -0.009 0.033 0.00
C 1.194 -1.574 4.070 0.008 -0.071 0.074 0.00
C 0.474 -1.232 2.948 -0.064 -0.010 -0.095 0.01
Br -1.436 -1.189 2.934 -0.043 -0.013 0.298 0.09
N 1.006 -0.874 1.792 -0.386 0.179 0.095 0.07
C 2.338 -0.810 1.703 0.064 -0.109 -0.112 0.01
H 5.161 -1.908 3.018 -0.033 -0.019 -0.033 0.00
H 5.045 -0.173 3.219 -0.003 -0.009 -0.031 0.00
H 4.976 -0.877 1.597 -0.014 -0.005 0.022 0.00
H 3.190 -1.784 4.809 -0.015 0.014 -0.018 0.00
H 0.702 -1.880 4.982 0.027 0.012 -0.007 0.00
H 2.733 -0.526 0.735 -0.019 0.060 0.003 0.00
N -2.176 1.137 -0.279 -0.086 0.047 -0.144 0.79
C -3.137 1.813 -0.718 -0.156 0.187 0.061 0.10
C -4.110 2.394 0.263 0.105 -0.124 -0.026 0.05
C -5.476 2.194 0.082 -0.028 0.066 0.019 0.00
C -6.369 2.711 1.008 -0.011 -0.017 -0.047 0.00
C -5.905 3.434 2.100 0.007 -0.007 -0.009 0.00
C -4.542 3.638 2.273 0.062 0.004 0.023 0.00
C -3.638 3.106 1.364 -0.036 0.007 -0.005 0.01
C -3.308 2.057 -2.177 0.145 -0.166 -0.012 0.04
C -3.998 3.175 -2.635 -0.026 0.035 0.010 0.00
C -4.135 3.387 -4.000 0.000 0.025 -0.011 0.00
C -3.598 2.483 -4.906 -0.002 0.023 -0.004 -0.01
C -2.905 1.365 -4.451 0.048 -0.035 0.023 0.00
C -2.750 1.157 -3.092 -0.030 0.068 0.043 0.00
H -5.840 1.644 -0.777 0.018 0.007 0.011 0.00
H -7.431 2.558 0.868 0.026 0.002 0.031 0.00
H -6.607 3.843 2.814 0.008 0.003 -0.019 0.00
H -4.188 4.219 3.116 -0.017 -0.035 -0.022 0.00
H -2.570 3.263 1.483 0.008 -0.003 0.017 0.00
H -4.432 3.877 -1.934 0.004 -0.037 0.001 0.00
H -4.672 4.256 -4.356 0.001 -0.032 0.001 0.00
H -3.727 2.642 -5.969 0.001 0.003 0.022 0.00
H -2.504 0.652 -5.160 -0.024 0.025 0.009 0.00
H -2.223 0.286 -2.720 -0.018 -0.026 -0.025 0.00
C 1.199 0.376 -3.775 0.073 0.029 -0.058 0.00
C 0.965 0.139 -2.359 0.116 -0.078 -0.102 0.02
N 0.784 -0.064 -1.244 -0.304 0.236 -0.180 0.07
H 2.138 0.909 -3.919 -0.011 0.000 0.045 0.00
H 0.383 0.973 -4.184 -0.012 -0.009 0.029 0.00
H 1.255 -0.572 -4.309 -0.020 -0.019 0.036 0.00
C -2.071 -2.588 -2.613 0.076 0.067 0.164 0.05
Sb -1.728 -2.368 -0.515 -0.125 -0.254 0.045 0.22
C -3.667 -2.855 0.221 0.133 0.152 -0.035 0.04
C -0.690 -4.173 -0.063 -0.034 0.224 -0.074 0.05
H -2.169 -3.659 -2.789 -0.004 0.047 -0.030 0.01
H -1.249 -2.196 -3.208 -0.006 -0.007 0.015 0.00
H -3.002 -2.088 -2.877 0.030 0.005 -0.008 0.00
H -4.128 -3.506 -0.522 -0.024 -0.007 0.050 0.01
H -4.275 -1.962 0.354 0.011 -0.018 -0.013 0.00
H -3.573 -3.385 1.167 0.001 0.007 -0.005 0.00
H -1.267 -4.975 -0.524 0.040 -0.027 0.035 0.01
H -0.651 -4.319 1.014 0.003 0.007 0.010 0.00
H 0.316 -4.155 -0.476 0.000 -0.009 0.007 0.00
O 0.592 2.165 0.837 0.014 -0.011 0.182 0.03
P 0.630 3.488 1.490 -0.544 -0.221 0.528 -0.01
N 0.065 4.673 0.468 0.329 0.136 -0.054 0.34
C -0.276 6.066 0.798 -0.147 0.092 -0.104 0.04
C -0.364 6.768 -0.557 -0.020 -0.111 -0.068 0.00
C -0.775 5.640 -1.506 0.032 0.067 0.113 0.00
C 0.035 4.454 -0.994 -0.049 0.086 -0.115 0.03
N 2.215 3.929 1.772 0.045 0.196 -0.255 0.35
C 3.326 3.370 0.981 0.169 0.126 -0.051 0.03
C 4.337 4.510 0.933 -0.073 0.030 0.125 0.00
C 4.192 5.138 2.323 -0.019 -0.088 -0.106 0.00
C 2.687 5.051 2.604 0.159 0.007 0.054 0.03
N -0.208 3.615 2.877 0.220 -0.147 -0.177 0.06
C -0.515 4.808 3.700 -0.103 0.042 0.050 0.01
C -0.594 4.255 5.118 -0.006 -0.098 -0.002 0.00
C -1.175 2.855 4.910 0.034 0.112 -0.013 0.00
C -0.498 2.362 3.633 0.018 0.066 0.108 0.00
H 0.461 6.511 1.470 0.002 -0.040 -0.010 0.01
H -1.238 6.083 1.320 0.015 -0.062 -0.015 0.02
H 0.610 7.170 -0.840 0.004 0.002 0.012 0.00
H -1.076 7.589 -0.538 0.018 0.022 0.016 0.00
H -0.555 5.862 -2.548 -0.015 -0.014 -0.016 0.00
H -1.842 5.430 -1.413 0.001 -0.011 -0.019 0.00
H 1.056 4.483 -1.393 0.026 -0.005 0.058 0.02
H -0.389 3.475 -1.210 -0.022 -0.025 0.036 0.01
H 2.970 3.012 0.017 -0.042 0.003 0.007 0.01
H 3.740 2.513 1.525 -0.083 -0.022 0.019 0.02
H 4.061 5.225 0.155 0.007 -0.003 -0.018 0.00
H 5.345 4.157 0.733 0.014 -0.004 -0.024 0.00
H 4.549 6.163 2.366 0.006 0.007 0.030 0.00
H 4.744 4.556 3.060 -0.002 0.006 0.014 0.00
H 2.179 5.976 2.312 -0.002 -0.034 -0.054 0.01
H 2.458 4.866 3.655 -0.056 -0.027 -0.018 0.01
H -1.480 5.227 3.399 0.007 -0.032 -0.026 0.00
H 0.235 5.588 3.592 0.013 -0.024 -0.006 0.00
H -1.210 4.881 5.760 0.019 0.004 0.009 0.00
H 0.402 4.195 5.560 -0.003 0.000 -0.023 0.00
H -2.256 2.911 4.767 -0.002 -0.005 -0.010 0.00
H -0.979 2.191 5.748 -0.038 -0.012 0.016 0.00
H -1.138 1.712 3.043 -0.062 -0.021 -0.051 0.00
H 0.429 1.826 3.856 0.024 0.030 -0.021 0.00
```
Forces are in eV/Å.

=====

Entry 4:
Density functional theory data (ωB97M-V/def2-TZVPD) for a structure of composition C43H38FN6O7PRuS in a non-equilibrium geometry.

Results
net charge: +1
HOMO-LUMO gap (spin up / spin down): 6.8 / 6.8 eV
HOMO (spin up / spin down): -9.331 / -10.609 eV
LUMO (spin up / spin down): -0.0918 / -0.1402 Ha
energy relative to the best compared isomer or geometry (same formula, charge and spin): 221.9 kcal per mole
strongest force on any atom: 0.029 hartree/bohr
<S²>: 8.795
multiplicity: 6

XYZ file:
```
98
Properties=species:S:1:pos:R:3:forces:R:3:lowdin_spin:R:1
Ru 0.363 1.272 0.549 1.411 0.046 -0.009 1.77
C -2.885 0.633 3.182 -0.255 -0.024 -0.028 0.00
C -3.960 0.688 2.101 0.334 -0.084 0.189 0.00
C -3.654 -0.259 0.982 0.874 -0.208 0.070 0.03
C -4.749 -0.648 0.107 -0.289 -0.488 -0.729 0.00
C -4.607 -1.612 -0.808 0.030 0.013 0.329 0.01
C -3.303 -2.314 -0.926 0.417 0.577 -0.036 0.00
C -2.138 -1.686 -0.080 -0.363 -0.477 -0.335 0.05
N -2.452 -0.685 0.872 -0.433 0.300 0.408 0.02
N -1.613 1.248 2.818 0.069 0.297 0.396 0.03
C -0.628 0.876 3.821 -0.060 -0.039 -0.015 0.00
C 0.728 1.484 3.593 -0.003 -0.005 0.466 0.00
C 1.666 1.472 4.619 -0.022 0.096 -0.182 0.00
C 2.836 2.196 4.477 -0.208 0.059 -0.211 0.00
C 2.970 3.005 3.358 -0.219 -0.083 -0.006 0.00
C 2.002 2.948 2.374 0.407 0.487 0.413 0.00
N 0.943 2.138 2.446 -0.200 -0.247 0.080 0.00
C -1.791 2.689 2.640 0.140 -0.029 0.066 0.00
C -2.008 2.996 1.179 -0.239 0.280 0.314 0.01
C -2.798 4.067 0.780 0.122 -0.118 -0.052 0.00
C -3.056 4.270 -0.564 0.197 -0.261 0.063 0.01
C -2.576 3.331 -1.466 0.000 0.034 0.090 0.00
C -1.788 2.297 -0.998 -0.395 0.056 -0.545 0.01
N -1.453 2.163 0.287 -0.338 0.390 -0.311 0.01
H -2.701 -0.420 3.400 0.037 0.019 0.069 0.00
H -3.280 1.109 4.097 0.063 -0.088 -0.039 0.00
H -4.080 1.694 1.695 -0.162 0.067 0.032 0.00
H -4.916 0.404 2.549 -0.028 0.081 -0.027 0.00
H -5.683 -0.119 0.211 -0.164 0.070 0.007 0.00
H -5.399 -1.901 -1.481 -0.183 0.091 -0.029 0.00
H -3.033 -2.512 -1.967 0.017 0.008 0.102 0.00
H -0.549 -2.001 -1.131 -0.298 -0.089 -0.033 0.00
H -0.552 -0.213 3.820 -0.034 0.060 0.046 0.00
H -0.948 1.180 4.836 0.071 -0.095 -0.093 0.00
H 1.472 0.897 5.511 -0.047 -0.055 0.029 0.00
H 3.599 2.168 5.238 0.066 -0.004 0.081 0.00
H 3.814 3.660 3.229 0.137 0.084 -0.057 0.00
H 2.063 3.594 1.510 -0.006 -0.150 0.119 0.00
H -0.913 3.235 2.990 -0.209 -0.032 -0.015 0.00
H -2.652 3.057 3.219 0.074 0.051 -0.099 0.00
H -3.197 4.739 1.526 -0.040 -0.010 0.106 0.00
H -3.636 5.117 -0.894 -0.089 0.055 -0.036 0.00
H -2.796 3.402 -2.517 -0.023 -0.036 -0.186 0.00
H -1.431 1.522 -1.665 0.010 0.147 0.094 0.00
O 1.649 3.004 -0.585 0.004 -0.006 0.099 0.07
S 2.888 2.244 -0.364 0.981 0.802 -0.820 0.01
O 3.973 2.972 0.212 0.247 -0.058 -0.061 0.01
O 2.535 0.989 0.381 -0.394 0.068 0.163 0.02
C 3.364 1.682 -1.980 -0.229 0.088 0.429 0.00
C 4.502 2.141 -2.611 0.090 0.079 0.158 0.00
C 4.765 1.716 -3.903 -0.053 -0.053 -0.012 0.00
C 3.882 0.852 -4.534 0.148 0.017 -0.048 0.00
C 2.738 0.406 -3.891 -0.080 0.224 0.098 0.00
C 2.465 0.826 -2.590 -0.073 0.045 0.095 0.01
P 1.033 0.193 -1.614 -0.373 -0.446 -1.133 0.03
C 0.002 -0.210 -3.097 -0.096 0.125 0.239 0.02
C -0.353 -1.488 -3.516 0.102 0.117 -0.019 0.00
C -1.226 -1.657 -4.575 -0.021 -0.123 -0.048 0.00
C -1.742 -0.558 -5.242 -0.025 0.054 -0.028 0.00
C -1.351 0.717 -4.868 -0.063 0.066 -0.061 0.00
C -0.486 0.890 -3.801 0.116 -0.130 0.101 0.00
C 1.761 -1.378 -1.068 -0.152 0.029 -0.036 0.42
C 2.411 -2.213 -1.999 0.164 -0.146 -0.098 0.04
C 2.413 -3.575 -2.012 -0.131 0.083 -0.021 0.30
C 1.565 -4.365 -1.066 0.458 -0.289 -0.132 0.12
C 2.049 -4.227 0.341 -0.084 -0.140 -0.008 0.69
C 1.526 -1.733 0.364 -0.571 -0.253 0.474 0.10
H 5.157 2.815 -2.081 0.100 0.075 0.003 0.00
H 5.650 2.059 -4.419 0.041 0.020 -0.008 0.00
H 4.084 0.516 -5.541 0.012 0.004 -0.075 0.00
H 2.053 -0.244 -4.414 -0.009 -0.028 -0.028 0.00
H 0.059 -2.360 -3.030 -0.040 -0.057 0.045 0.00
H -1.509 -2.655 -4.879 0.007 -0.057 -0.043 0.00
H -2.436 -0.698 -6.057 -0.041 0.002 -0.102 0.00
H -1.721 1.577 -5.409 -0.015 0.057 -0.024 0.00
H -0.160 1.884 -3.518 -0.036 0.119 -0.021 0.00
H 2.885 -1.716 -2.840 -0.009 -0.094 0.024 0.00
H 2.965 -4.112 -2.766 0.106 -0.057 -0.121 0.02
H 1.334 -5.364 -1.442 -0.027 0.075 -0.014 0.02
H 3.046 -4.241 0.724 0.286 -0.111 0.220 0.04
H 0.737 -1.050 0.777 0.303 -0.517 -0.247 0.02
F 1.366 -1.536 4.496 0.046 -0.036 -0.107 0.00
C 1.415 -1.904 3.180 -0.449 -0.071 0.387 0.01
C 0.352 -2.644 2.795 0.342 0.181 0.163 0.00
N 0.074 -3.274 1.627 -0.239 -0.011 -0.284 0.03
C -1.230 -3.865 1.420 -0.481 -0.424 -0.176 0.08
C -2.094 -3.046 0.536 -0.138 0.272 -0.154 0.51
O -3.179 -3.535 -0.154 -0.110 -0.689 0.233 0.21
O -1.039 -1.223 -0.810 -0.200 -0.352 0.202 0.04
C 0.967 -3.218 0.511 0.399 0.918 0.319 0.10
O 0.361 -3.633 -0.711 -0.577 -0.092 -0.136 0.03
N 2.707 -1.612 1.171 0.429 0.002 -0.180 0.03
C 2.650 -1.443 2.529 0.207 -0.196 -0.212 0.00
O 3.584 -0.988 3.153 0.012 0.132 0.199 0.00
H -0.391 -2.824 3.563 0.022 0.059 0.059 0.00
H -1.696 -4.027 2.400 0.149 -0.045 -0.037 0.03
H -1.114 -4.850 0.948 -0.083 0.028 0.153 0.01
H 3.525 -1.196 0.743 -0.140 -0.005 0.135 0.00
```
Forces are in eV/Å.

=====

The calculation returns the following energy values, one per record and in order: -541.1028, -344.1497, -5089.3665, -3450.4385 hartree.